{"formula": "C6H8Br2O6", "method": "wB97M-V/def2-TZVPD", "species": ["O", "C", "O", "C", "Br", "C", "O", "Br", "C", "O", "C", "O", "C", "O", "H", "H", "H", "H", "H", "H", "H", "H"], "coordinates": [[1.026, -3.441, 2.625], [0.613, -2.374, 2.394], [0.710, -1.057, 2.499], [-0.252, -1.576, 1.545], [-2.135, -1.538, 1.990], [0.077, -1.400, 0.013], [1.447, -1.628, -0.030], [-0.759, -2.883, -0.972], [-0.439, -0.043, -0.624], [-1.769, 0.070, -0.437], [0.213, 1.136, 0.071], [1.647, 1.076, 0.165], [-0.248, 2.334, -0.788], [0.225, 2.271, -2.117], [1.831, -0.770, -0.187], [-0.061, -0.088, -1.677], [-2.203, -0.371, -1.112], [-0.337, 1.363, 0.996], [1.925, 1.405, -0.758], [0.333, 3.164, -0.379], [-1.283, 2.435, -0.688], [-0.560, 1.915, -2.529]], "molar_mass_g_mol": 335.932, "orbital_gap_ev": 9.9, "homo_energy_ev": -9.746}



{"formula": "C4H11NO2", "method": "wB97M-V/def2-TZVPD", "species": ["C", "N", "C", "C", "C", "O", "H", "H", "H", "H", "H", "H", "H", "H", "H", "O", "H", "H"], "coordinates": [[-0.806, -1.177, -1.658], [-0.333, -1.773, -0.284], [0.657, -1.022, 0.488], [1.924, -0.643, -0.182], [0.081, 0.266, 1.084], [0.590, 1.407, 0.946], [-1.146, -0.187, -1.440], [-0.055, -1.349, -2.389], [-1.887, -1.645, -1.877], [0.217, -2.671, -0.501], [0.748, -1.453, 1.543], [2.406, -1.644, -0.520], [2.002, -0.088, -1.152], [2.663, -0.098, 0.634], [-0.747, 0.160, 1.787], [-1.863, 2.615, -0.018], [-1.050, 2.867, 0.490], [-1.770, 1.804, -0.415]], "molar_mass_g_mol": 105.137, "orbital_gap_ev": 10.2, "relative_energy_kcal_mol": 73.4, "homo_energy_ev": -9.712}